97
Properties=species:S:1:pos:R:3:mulliken_charge:R:1 method="wB97M-V/def2-TZVPD" homo_ev=-10.437 charge=+2 largest_force_ev_per_a=6.841 orbital_gap_ev=2.09
C -0.445 5.890 0.589 -0.95
C -0.562 4.907 -0.655 0.15
C -1.451 3.646 -0.398 0.12
C -0.642 2.394 0.153 -0.39
C 0.350 2.823 1.282 -0.41
C 0.934 1.649 2.150 -0.37
C 2.428 2.050 2.517 -0.37
C 2.522 2.732 3.908 0.10
C 3.255 4.087 4.080 -0.45
O 3.120 4.191 5.528 -0.36
C 2.942 2.918 6.053 0.63
O 2.681 2.605 7.154 -0.48
O 3.198 2.027 4.982 -0.46
H -0.521 6.936 0.229 0.34
H -1.198 5.647 1.378 0.26
H 0.545 5.679 1.064 0.18
H -1.068 5.505 -1.456 0.54
H 0.454 4.652 -1.071 -0.58
H -1.832 3.321 -1.406 -0.40
H -2.356 3.867 0.211 0.39
H -0.134 1.894 -0.705 0.27
H -1.379 1.644 0.547 0.21
H -0.215 3.512 1.962 0.11
H 1.137 3.458 0.806 0.10
H 0.879 0.650 1.668 0.20
H 0.389 1.648 3.127 0.41
H 2.879 2.744 1.771 0.46
H 2.999 1.085 2.570 0.09
H 1.527 2.941 4.392 0.22
H 4.367 4.018 3.957 0.26
H 2.909 4.958 3.480 0.30
O 3.853 -0.018 0.887 -0.94
V 5.500 0.019 1.324 1.51
O 7.145 0.029 1.723 -0.85
N 5.991 -2.542 -1.300 -0.25
C 7.109 -2.571 -2.031 -0.28
C 7.509 -3.666 -2.797 -0.40
C 6.707 -4.786 -2.797 -0.44
C 5.542 -4.767 -2.037 -0.64
C 5.234 -3.625 -1.315 0.09
H 7.708 -1.668 -1.994 0.38
H 8.423 -3.633 -3.372 0.42
H 6.978 -5.661 -3.375 0.39
H 4.900 -5.609 -2.015 0.78
H 4.327 -3.558 -0.706 -0.02
Cl 1.931 3.793 -2.115 -0.01
C -2.878 2.039 -5.505 -1.21
C -3.883 0.906 -5.440 -0.35
N -3.316 -0.422 -4.957 0.06
C -2.250 -0.859 -5.941 -1.10
C -4.385 -1.508 -5.039 -0.33
C -5.587 -1.357 -4.124 -1.13
C -2.626 -0.347 -3.591 -0.81
C -3.419 0.231 -2.428 -0.22
O -3.781 1.572 -2.675 -0.18
C -5.014 1.957 -2.074 -0.91
H -2.093 1.853 -6.241 0.36
H -3.392 2.947 -5.824 0.44
H -2.409 2.255 -4.548 0.20
H -4.288 0.722 -6.438 0.55
H -4.720 1.170 -4.802 0.23
H -2.689 -0.881 -6.937 0.40
H -1.908 -1.852 -5.653 0.42
H -1.416 -0.165 -5.898 0.48
H -3.888 -2.457 -4.836 0.36
H -4.722 -1.516 -6.077 0.46
H -5.379 -1.745 -3.129 0.35
H -6.405 -1.968 -4.510 0.43
H -5.958 -0.337 -4.045 0.24
H -1.731 0.257 -3.744 0.48
H -2.313 -1.366 -3.354 0.35
H -2.770 0.220 -1.544 0.25
H -4.282 -0.383 -2.180 0.26
H -5.323 1.289 -1.269 0.43
H -5.791 1.981 -2.845 0.29
H -4.905 2.965 -1.675 0.25
Cl 2.259 3.485 -4.285 -0.12
C 1.631 -2.392 5.524 -1.44
C 0.324 -2.435 4.766 0.45
C 0.086 -3.731 4.047 -0.10
O -0.731 -3.326 2.945 -0.36
C -0.432 -2.026 2.689 0.64
O -0.784 -1.437 1.714 -0.53
O 0.323 -1.490 3.687 -0.23
H 1.691 -1.481 6.122 0.37
H 1.728 -3.249 6.193 0.36
H 2.482 -2.374 4.839 0.33
H -0.507 -2.189 5.433 0.29
H -0.435 -4.460 4.666 0.01
H 1.003 -4.183 3.654 0.24
O -1.355 -5.616 6.163 -0.27
S -2.888 -5.852 6.131 1.39
O -3.063 -6.649 7.380 -0.47
O -3.274 -6.597 4.960 -0.60
O -3.600 -4.601 6.191 -0.60
Ca 3.809 -6.170 -1.011 1.25
Be -1.306 -6.297 7.653 0.47